Molecular formula: C12H24AuF5N4S2
Method: DFT, ωB97M-V/def2-TZVPD

- Energy relative to the best compared isomer or geometry (same formula, charge and spin): 0.0 kJ/mol
- Orbital gap: 8.03 eV

Geometry as ORCA input:
```
! RIJCOSX wB97M-V def2-TZVPD def2/J DEFGRID3
* xyz 0 1
Au -1.63 0.19 -0.26
S -1.12 2.65 -0.96
S 0.76 -0.61 -0.39
F -5.86 -0.55 -0.38
F -3.60 -1.97 -0.35
F -4.79 1.33 -0.20
F -4.49 0.06 -1.94
F -3.87 -0.70 1.42
N 1.47 2.39 -1.52
N -0.09 -2.24 1.58
N -0.27 -3.08 -0.55
N 0.97 2.83 0.69
C 0.53 2.62 -0.57
C -0.45 -2.90 -1.98
C -1.32 -2.84 2.08
C 2.17 2.19 1.21
C 0.51 -1.29 2.51
C 0.06 -2.05 0.25
C -0.31 -4.45 -0.09
C 0.04 3.26 1.72
C 2.76 3.07 -1.51
C 1.08 1.90 -2.83
C -3.51 -0.65 0.09
C -4.68 0.06 -0.61
H -0.56 2.42 2.08
H 1.88 1.58 2.07
H -1.33 -4.83 -0.03
H -0.86 -1.92 -2.18
H 3.58 2.35 -1.49
H -1.16 -3.66 -2.33
H 1.53 -1.05 2.21
H 2.61 1.53 0.48
H 0.24 -5.07 -0.80
H 0.16 -4.53 0.89
H 2.85 3.67 -2.41
H -1.85 -2.09 2.69
H 0.32 1.12 -2.72
H -0.07 -0.36 2.55
H -1.12 -3.72 2.70
H 0.68 2.69 -3.46
H 1.96 1.47 -3.30
H 0.63 3.68 2.55
H -0.63 4.02 1.34
H -1.98 -3.10 1.26
H 0.52 -1.75 3.50
H 0.50 -3.01 -2.52
H 2.84 3.73 -0.65
H 2.90 2.93 1.54
*
```